Formula: C25H25ClF3N3O8S
Source: OMol25
Level of theory: ωB97M-V/def2-TZVPD

SMILES: [H]/N=C(\C)C[C@H](O)OC[C@@](NCCCCl)(N(C(=O)F)C(=O)F)S(=O)(=O)F.O=C1c2ccccc2C(=O)c2ccccc21
HOMO level: -0.36721 Eh
Kohn-Sham gap: 8.85 eV
Energy above the lowest of the compared OMol25 structures with the same formula, charge and spin: 0.0 kJ/mol

Cartesian coordinates (Å):
C: 1.415 0.226 -0.963
C: 1.710 0.980 -2.238
N: 2.876 1.285 -2.629
C: 0.547 1.392 -3.124
C: 0.376 0.550 -4.395
O: 0.035 1.379 -5.464
O: -0.685 -0.392 -4.281
C: -0.285 -1.568 -3.639
C: -1.468 -2.411 -3.151
N: -0.961 -3.678 -2.754
C: 0.104 -3.719 -1.746
C: 1.488 -4.037 -2.329
C: 2.363 -4.768 -1.311
Cl: 4.060 -4.208 -1.347
N: -2.165 -1.681 -2.021
C: -2.699 -2.530 -1.002
O: -3.282 -3.540 -1.080
F: -2.412 -1.967 0.183
C: -3.128 -0.661 -2.327
O: -4.300 -0.792 -2.310
F: -2.522 0.493 -2.586
S: -2.657 -2.771 -4.526
O: -2.931 -1.611 -5.290
O: -3.683 -3.610 -4.020
F: -1.703 -3.675 -5.385
H: 2.205 0.364 -0.226
H: 0.455 0.529 -0.542
H: 1.344 -0.848 -1.162
H: 3.580 0.964 -1.965
H: 0.752 2.409 -3.454
H: -0.380 1.406 -2.550
H: 1.307 0.010 -4.616
H: 0.630 1.213 -6.199
H: 0.297 -1.322 -2.746
H: 0.305 -2.200 -4.313
H: -1.701 -4.337 -2.556
H: -0.161 -4.509 -1.037
H: 0.142 -2.794 -1.160
H: 2.003 -3.116 -2.610
H: 1.348 -4.636 -3.230
H: 2.380 -5.842 -1.481
H: 2.019 -4.582 -0.293
C: 2.153 5.803 5.715
C: 2.897 5.391 4.614
C: 2.482 4.306 3.861
C: 1.323 3.623 4.210
C: 0.584 4.028 5.323
C: 1.000 5.124 6.069
C: -0.647 3.296 5.740
O: -1.295 3.653 6.700
C: -1.052 2.106 4.936
C: -2.170 1.379 5.325
C: -2.571 0.278 4.586
C: -1.859 -0.098 3.452
C: -0.742 0.621 3.063
C: -0.331 1.722 3.805
C: 0.887 2.468 3.376
O: 1.499 2.141 2.381
H: 2.477 6.655 6.298
H: 3.802 5.920 4.344
H: 3.047 3.978 2.999
H: 0.413 5.431 6.924
H: -2.716 1.685 6.207
H: -3.440 -0.288 4.892
H: -2.177 -0.956 2.873
H: -0.177 0.338 2.185

Formula: C25H25ClO3
Source: OMol25
Level of theory: ωB97M-V/def2-TZVPD

HOMO level: -0.25755 Eh
Kohn-Sham gap: 5.76 eV
Energy above the lowest of the compared OMol25 structures with the same formula, charge and spin: 0.0 kJ/mol

Cartesian coordinates (Å):
C: 3.833 1.034 -4.301
C: 3.520 0.553 -2.927
O: 2.796 1.612 -2.261
C: 2.480 1.236 -0.986
C: 1.822 2.255 -0.166
C: 1.677 2.054 1.218
C: 2.057 0.841 1.882
C: 1.822 0.671 3.245
Cl: 2.425 -0.736 4.015
C: 1.189 1.668 4.007
C: 0.858 2.888 3.383
C: 1.178 3.098 2.054
O: 2.822 0.096 -0.632
H: 4.142 0.205 -4.942
H: 2.969 1.517 -4.750
H: 4.661 1.744 -4.277
H: 2.902 -0.353 -2.947
H: 4.426 0.352 -2.346
H: 2.037 3.287 -0.516
H: 2.557 0.073 1.299
H: 1.043 1.524 5.076
H: 0.400 3.683 3.971
H: 1.048 4.103 1.620
C: 0.794 2.547 -7.361
O: 1.262 3.524 -6.413
C: 0.855 3.474 -5.116
C: 1.202 4.574 -4.288
C: 0.858 4.579 -2.962
C: 0.169 3.468 -2.371
C: -0.100 3.435 -0.957
C: -1.373 3.068 -0.421
C: -1.688 3.440 0.921
C: -2.771 2.892 1.569
C: -3.693 2.075 0.888
C: -4.851 1.478 1.633
C: -3.523 1.924 -0.504
C: -2.428 2.466 -1.165
C: -0.191 2.397 -3.223
C: 0.079 2.423 -4.577
H: 1.304 2.836 -8.275
H: 1.085 1.535 -7.067
H: -0.292 2.597 -7.497
H: 1.738 5.394 -4.766
H: 1.152 5.431 -2.329
H: 0.448 4.138 -0.340
H: -1.045 4.148 1.446
H: -2.938 3.101 2.630
H: -5.333 0.700 1.031
H: -4.492 1.049 2.578
H: -5.621 2.220 1.894
H: -4.288 1.379 -1.066
H: -2.378 2.418 -2.247
H: -0.654 1.516 -2.774
H: -0.313 1.627 -5.222

Formula: C25H25FeI2NO2P
Source: OMol25
Level of theory: ωB97M-V/def2-TZVPD

HOMO level (alpha / beta): -0.37885 / -0.38170 Eh
Kohn-Sham gap (alpha / beta): 4.63 / 4.71 eV
Multiplicity: 5
Total charge: +1

Cartesian coordinates (Å):
Fe: 1.513 -0.386 -0.792
O: -1.945 0.157 -2.895
C: -1.946 0.375 -1.779
C: -2.261 1.103 -0.620
C: -3.599 1.089 -0.191
C: -4.067 1.862 0.896
C: -3.132 2.546 1.727
C: -1.731 2.430 1.459
C: -1.337 1.723 0.318
P: 0.481 1.638 -0.062
C: 1.404 2.057 1.400
C: 1.156 1.353 2.585
C: 2.006 1.520 3.666
C: 3.112 2.393 3.599
C: 3.391 3.043 2.419
C: 2.475 2.985 1.358
C: 0.741 2.936 -1.277
C: 0.352 4.211 -0.864
C: 0.159 5.197 -1.836
C: 0.470 4.968 -3.169
C: 0.999 3.686 -3.551
C: 1.045 2.672 -2.628
H: -4.277 0.482 -0.815
H: -5.161 1.922 1.146
H: -3.464 3.226 2.544
H: -0.978 3.005 2.080
H: 0.282 0.724 2.695
H: 1.822 0.943 4.618
H: 3.967 2.251 4.373
H: 4.279 3.693 2.281
H: 2.564 3.607 0.473
H: 0.299 4.480 0.197
H: -0.167 6.207 -1.507
H: 0.247 5.639 -4.038
H: 1.465 3.615 -4.541
H: 1.301 1.674 -2.963
O: 0.161 -1.637 0.035
C: -0.277 -2.845 -0.081
C: -0.966 -3.585 1.066
C: -0.914 -5.131 1.055
C: 0.298 -5.930 0.502
C: 0.188 -6.056 -1.019
C: -0.544 -4.856 -1.665
N: -0.115 -3.526 -1.217
H: -1.977 -3.166 1.207
H: -0.379 -3.238 1.919
H: -1.793 -5.479 0.454
H: -1.150 -5.560 2.040
H: 0.274 -6.944 0.890
H: 1.271 -5.549 0.744
H: -0.410 -6.943 -1.203
H: 1.155 -6.300 -1.594
H: -1.597 -5.015 -1.555
H: -0.383 -4.975 -2.792
H: 0.190 -2.945 -2.008
I: 1.762 -1.390 -3.237
I: 3.742 0.044 0.150

Formula: C25H25IN4O7P
Source: OMol25
Level of theory: ωB97M-V/def2-TZVPD

HOMO level: -0.16761 Eh
Kohn-Sham gap: 5.28 eV
Total charge: -1

Cartesian coordinates (Å):
O: 3.278 -4.891 2.447
C: 2.161 -4.915 1.714
I: 1.506 -2.989 0.845
C: 1.313 -6.301 1.491
P: -0.062 -6.484 2.801
C: -1.435 -5.799 1.668
C: -2.438 -4.608 2.146
C: -3.597 -4.102 1.162
N: -3.966 -4.487 -0.228
C: -3.023 -5.572 -0.619
C: -1.825 -6.289 0.166
H: 2.028 -7.248 1.621
H: 0.955 -6.315 0.377
H: 0.191 -5.135 3.308
H: -1.030 -6.691 3.866
H: -0.367 -7.843 2.346
H: 0.953 -6.981 3.720
H: -2.311 -4.126 3.214
H: -4.309 -3.254 1.616
H: -3.210 -5.973 -1.730
H: -1.220 -7.165 -0.340
C: 0.110 -0.064 -0.910
C: -0.954 0.359 -1.708
C: -1.269 1.717 -1.790
C: -0.506 2.646 -1.070
C: 0.558 2.223 -0.263
C: 0.862 0.862 -0.186
N: -0.816 4.077 -1.173
O: -1.777 4.410 -1.883
O: -0.098 4.870 -0.548
H: 0.356 -1.124 -0.854
H: -1.537 -0.369 -2.268
H: -2.102 2.031 -2.416
H: 1.156 2.933 0.305
H: 1.688 0.524 0.435
C: 1.748 4.581 -5.944
C: 1.249 4.036 -4.760
C: 1.492 2.696 -4.449
C: 2.243 1.910 -5.334
C: 2.738 2.453 -6.527
C: 2.486 3.793 -6.828
N: 2.524 0.508 -5.001
O: 2.052 0.059 -3.945
O: 3.219 -0.145 -5.792
H: 1.560 5.627 -6.179
H: 0.673 4.656 -4.076
H: 1.097 2.286 -3.522
H: 3.319 1.852 -7.224
H: 2.869 4.224 -7.750
C: -0.505 5.694 4.652
C: -1.336 4.882 5.427
C: -1.421 3.514 5.163
C: -0.662 2.965 4.120
C: 0.167 3.778 3.336
C: 0.242 5.146 3.607
N: -0.728 1.523 3.854
O: -1.488 0.840 4.558
O: -0.017 1.070 2.946
H: -0.437 6.759 4.865
H: -1.915 5.317 6.238
H: -2.073 2.895 5.776
H: 0.757 3.366 2.520
H: 0.885 5.785 3.007

Formula: C25H25N5
Source: OMol25
Level of theory: ωB97M-V/def2-TZVPD

SMILES: c1ccncc1.c1ccncc1.c1ccncc1.c1ccncc1.c1ccncc1
HOMO level: -0.34385 Eh
Kohn-Sham gap: 9.90 eV
Energy above the lowest of the compared OMol25 structures with the same formula, charge and spin: 367.8 kJ/mol

Cartesian coordinates (Å):
N: 3.141 -0.261 -0.731
C: 3.338 0.992 -0.370
C: 4.185 1.399 0.650
C: 4.813 0.456 1.426
C: 4.647 -0.847 1.033
C: 3.854 -1.168 -0.080
H: 2.758 1.788 -0.868
H: 4.284 2.462 0.827
H: 5.388 0.774 2.259
H: 5.256 -1.617 1.487
H: 3.827 -2.260 -0.345
N: 1.850 -3.867 1.159
C: 1.596 -2.964 2.153
C: 0.404 -2.411 2.410
C: -0.659 -2.774 1.603
C: -0.509 -3.677 0.511
C: 0.786 -4.144 0.393
H: 2.461 -2.577 2.704
H: 0.274 -1.626 3.213
H: -1.684 -2.373 1.774
H: -1.366 -3.955 -0.112
H: 1.033 -4.861 -0.459
N: -2.929 1.233 0.947
C: -1.691 1.718 1.202
C: -0.516 1.157 0.644
C: -0.667 0.015 -0.173
C: -1.929 -0.447 -0.449
C: -2.990 0.159 0.161
H: -1.648 2.607 1.845
H: 0.401 1.509 1.085
H: 0.243 -0.539 -0.419
H: -2.077 -1.420 -0.863
H: -3.980 -0.310 0.079
N: -6.945 5.707 1.444
C: -8.173 5.194 1.276
C: -8.530 3.934 1.702
C: -7.583 3.046 2.198
C: -6.263 3.487 2.227
C: -5.984 4.848 1.841
H: -8.946 5.914 1.030
H: -9.585 3.799 1.764
H: -7.767 2.005 2.456
H: -5.506 2.708 2.347
H: -4.976 5.265 1.945
N: 5.007 -2.902 -3.340
C: 5.776 -2.066 -4.086
C: 5.288 -0.968 -4.760
C: 3.925 -0.714 -4.659
C: 3.095 -1.556 -3.883
C: 3.711 -2.707 -3.328
H: 6.857 -2.278 -4.141
H: 5.967 -0.368 -5.312
H: 3.480 0.171 -5.140
H: 2.049 -1.406 -3.710
H: 3.213 -3.285 -2.563

Formula: C25H25N5O3S
Source: OMol25
Level of theory: ωB97M-V/def2-TZVPD

SMILES: CCOC(=O)c1c(C)[nH]c(C)c1C(=O)CSc1nnc(-c2ccncc2)n1Cc1ccccc1
HOMO level: -0.29569 Eh
Kohn-Sham gap: 8.52 eV
Energy above the lowest of the compared OMol25 structures with the same formula, charge and spin: 244.6 kJ/mol

Cartesian coordinates (Å):
C: 6.947 -0.311 -2.186
C: 6.413 0.242 -0.872
H: 6.121 1.290 -0.998
H: 7.157 0.155 -0.077
O: 5.288 -0.501 -0.409
C: 4.091 -0.172 -0.932
O: 3.949 0.722 -1.736
C: 3.020 -1.021 -0.422
C: 3.168 -2.227 0.240
N: 1.926 -2.746 0.420
C: 0.973 -1.936 -0.116
C: 1.614 -0.834 -0.645
C: 0.898 0.315 -1.190
O: -0.133 0.214 -1.819
C: 1.466 1.674 -0.816
H: 2.140 1.614 0.035
H: 1.971 2.127 -1.668
S: 0.082 2.767 -0.390
C: -0.651 1.722 0.783
N: -0.043 0.782 1.459
N: -0.961 0.182 2.225
C: -2.115 0.768 2.029
N: -1.975 1.779 1.112
C: -2.987 2.469 0.345
C: -3.121 1.788 -0.997
C: -3.533 0.462 -1.048
C: -3.587 -0.205 -2.257
C: -3.232 0.448 -3.425
C: -2.828 1.770 -3.380
C: -2.770 2.438 -2.170
H: -2.436 3.465 -2.132
H: -2.543 2.281 -4.287
H: -3.261 -0.078 -4.367
H: -3.899 -1.239 -2.286
H: -3.802 -0.052 -0.134
H: -3.930 2.423 0.895
H: -2.684 3.512 0.223
C: -3.340 0.412 2.725
C: -4.211 1.374 3.236
C: -5.352 0.944 3.894
N: -5.660 -0.329 4.072
C: -4.821 -1.240 3.608
C: -3.653 -0.931 2.932
H: -2.992 -1.700 2.566
H: -5.105 -2.269 3.785
H: -6.056 1.656 4.303
H: -3.992 2.428 3.153
C: -0.471 -2.243 0.013
H: -1.035 -1.659 -0.710
H: -0.659 -3.302 -0.154
H: -0.809 -1.977 1.017
H: 1.731 -3.607 0.907
C: 4.380 -2.946 0.704
H: 5.109 -3.021 -0.100
H: 4.121 -3.946 1.047
H: 4.853 -2.403 1.520
H: 7.831 0.245 -2.485
H: 7.207 -1.361 -2.077
H: 6.190 -0.212 -2.961

Formula: C25H25N5O4S
Source: OMol25
Level of theory: ωB97M-V/def2-TZVPD

SMILES: COc1ccc(N2CCN(C(=O)CSc3nnc(COc4cccc5cccnc45)o3)CC2)cc1
HOMO level: -0.26437 Eh
Kohn-Sham gap: 7.48 eV
Energy above the lowest of the compared OMol25 structures with the same formula, charge and spin: 373.9 kJ/mol

Cartesian coordinates (Å):
C: 5.668 3.896 2.217
H: 4.901 4.489 2.729
O: 5.499 2.521 2.448
C: 4.333 1.935 2.034
C: 3.286 2.587 1.395
C: 2.151 1.890 1.026
C: 2.001 0.526 1.287
C: 3.068 -0.117 1.922
C: 4.207 0.571 2.283
H: 5.021 0.062 2.775
H: 3.025 -1.170 2.150
N: 0.861 -0.142 0.847
C: -0.440 0.458 1.051
H: -0.388 1.541 0.967
C: -0.989 0.083 2.437
N: -1.084 -1.363 2.542
C: -2.312 -1.915 2.508
O: -3.325 -1.245 2.575
C: -2.425 -3.439 2.431
H: -2.619 -3.854 3.419
H: -1.580 -3.932 1.962
S: -3.899 -3.817 1.426
C: -3.366 -2.951 0.042
N: -2.164 -2.498 -0.148
N: -2.178 -1.864 -1.340
C: -3.370 -1.966 -1.818
O: -4.190 -2.660 -0.984
C: -3.884 -1.414 -3.100
H: -4.670 -2.068 -3.487
H: -4.289 -0.410 -2.911
O: -2.889 -1.381 -4.093
C: -1.732 -0.687 -3.872
C: -0.633 -1.138 -4.568
C: 0.613 -0.516 -4.457
C: 0.774 0.568 -3.639
C: -0.328 1.080 -2.931
C: -0.225 2.224 -2.113
C: -1.334 2.707 -1.477
C: -2.550 2.030 -1.662
N: -2.685 0.967 -2.404
C: -1.609 0.465 -3.045
H: -3.454 2.380 -1.179
H: -1.296 3.586 -0.851
H: 0.738 2.706 -2.012
H: 1.734 1.051 -3.531
H: 1.449 -0.911 -5.015
H: -0.756 -2.000 -5.205
C: 0.201 -1.994 2.343
H: 0.132 -3.076 2.418
C: 0.755 -1.578 0.965
H: 1.722 -2.044 0.778
H: 0.050 -1.914 0.199
H: 0.870 -1.635 3.135
H: -1.984 0.501 2.587
H: -0.311 0.451 3.215
H: -1.115 0.075 0.280
H: 1.372 2.426 0.507
H: 3.342 3.641 1.168
H: 6.646 4.147 2.626
H: 5.653 4.132 1.148

Formula: C25H25N7S2Ti
Source: OMol25
Level of theory: ωB97M-V/def2-TZVPD

HOMO level (alpha / beta): -0.22503 / -0.25164 Eh
Kohn-Sham gap (alpha / beta): 4.88 / 5.62 eV
Multiplicity: 3

Cartesian coordinates (Å):
Ti: 0.458 -0.423 1.212
C: 0.710 5.126 2.062
S: 0.077 3.925 3.272
C: 0.435 2.526 2.265
S: 0.271 1.031 3.143
N: 0.725 2.601 0.995
N: 1.027 1.362 0.349
C: 1.543 1.371 -0.912
C: 1.509 0.123 -1.605
C: 1.787 -0.101 -2.982
C: 1.761 -1.367 -3.545
C: 1.452 -2.463 -2.696
C: 1.154 -2.187 -1.378
N: 1.156 -0.958 -0.821
H: 0.646 6.124 2.535
H: 0.112 5.099 1.136
H: 1.765 4.870 1.851
H: 1.921 2.295 -1.390
H: 1.998 0.803 -3.571
H: 2.004 -1.459 -4.609
H: 1.428 -3.493 -3.065
H: 0.876 -2.982 -0.681
C: 3.647 -0.295 2.326
C: 2.885 -1.561 2.589
C: 3.326 -2.610 3.382
C: 2.283 -3.542 3.426
C: 1.263 -3.076 2.626
C: -0.046 -3.737 2.387
N: 1.602 -1.811 2.098
H: 4.706 -0.460 2.576
H: 3.297 0.516 3.006
H: 3.567 0.012 1.274
H: 4.284 -2.697 3.895
H: 2.307 -4.466 4.016
H: 0.041 -4.796 2.704
H: -0.344 -3.709 1.317
H: -0.842 -3.273 2.984
C: -3.745 -0.911 1.695
C: -2.383 -0.799 1.953
N: -1.497 -0.656 0.893
C: -1.977 -0.483 -0.390
C: -3.335 -0.588 -0.672
C: -4.246 -0.810 0.392
C: -3.834 -0.423 -2.029
C: -3.226 0.247 -3.045
C: -2.243 1.320 -2.983
C: -1.720 1.799 -4.204
C: -0.831 2.847 -4.150
N: -0.417 3.384 -2.989
C: -1.000 2.880 -1.908
N: -1.875 1.887 -1.828
H: -4.414 -1.082 2.558
H: -1.982 -0.807 2.973
H: -1.234 -0.381 -1.175
H: -5.315 -0.888 0.177
H: -4.814 -0.875 -2.242
H: -3.583 0.051 -4.068
H: -2.013 1.333 -5.142
H: -0.414 3.302 -5.040
H: -0.690 3.337 -0.948

Energy readings, ordered: -2891.817169; -1653.460612; -3373.108033; -2351.817668; -1241.339298; -1865.384632; -1940.558409; -2996.804749 Eh